# 1
{
  "formula": "C43H43N14O2S4Sr",
  "method": "ωB97M-V/def2-TZVPD",
  "species": ["Sr", "C", "C", "C", "C", "C", "C", "C", "C", "S", "C", "N", "C", "C", "C", "C", "C", "C", "C", "C", "H", "H", "H", "H", "H", "H", "H", "H", "H", "H", "H", "H", "H", "H", "H", "H", "C", "C", "N", "C", "C", "S", "C", "C", "S", "C", "N", "C", "H", "H", "H", "H", "H", "H", "H", "H", "N", "C", "C", "C", "C", "C", "C", "S", "O", "O", "N", "C", "N", "C", "C", "C", "N", "H", "H", "H", "H", "H", "H", "H", "H", "H", "N", "C", "N", "C", "N", "N", "C", "C", "C", "N", "H", "H", "H", "H", "C", "N", "C", "C", "N", "H", "H", "H", "H", "H", "H"],
  "positions_angstrom": [[-0.213, 0.580, -0.900], [1.153, -1.947, 6.274], [0.682, -0.957, 5.199], [-0.641, -1.463, 4.627], [0.441, 0.421, 5.830], [1.742, -0.814, 4.108], [3.065, -0.494, 4.468], [4.046, -0.267, 3.524], [3.695, -0.346, 2.180], [4.638, -0.018, 0.769], [3.215, -0.337, -0.226], [2.162, -0.688, 0.439], [2.395, -0.679, 1.799], [1.427, -0.926, 2.769], [3.278, -0.167, -1.688], [4.523, -0.255, -2.326], [4.604, -0.101, -3.697], [3.431, 0.146, -4.411], [2.216, 0.239, -3.746], [2.064, 0.094, -2.352], [0.358, -2.105, 7.006], [2.031, -1.586, 6.810], [1.404, -2.909, 5.825], [-1.367, -1.583, 5.435], [-0.509, -2.433, 4.147], [-1.059, -0.759, 3.902], [-0.269, 0.340, 6.657], [0.027, 1.104, 5.087], [1.367, 0.851, 6.214], [3.326, -0.397, 5.514], [5.055, -0.009, 3.821], [0.425, -1.152, 2.435], [5.425, -0.455, -1.754], [5.558, -0.174, -4.205], [3.477, 0.269, -5.489], [1.325, 0.428, -4.344], [-3.327, -2.263, 1.433], [-2.098, -3.103, 1.521], [-1.061, -2.964, 0.770], [-0.059, -3.843, 1.107], [-0.351, -4.673, 2.143], [-1.943, -4.373, 2.702], [1.205, -3.800, 0.364], [2.444, -3.923, 0.908], [3.627, -3.741, -0.313], [2.362, -3.539, -1.489], [1.175, -3.594, -0.991], [2.667, -3.354, -2.937], [-3.260, -1.426, 2.130], [-4.219, -2.845, 1.663], [-3.395, -1.849, 0.429], [0.257, -5.455, 2.565], [2.709, -4.039, 1.945], [2.512, -4.294, -3.471], [3.695, -3.030, -3.088], [1.997, -2.596, -3.342], [-3.052, 6.960, 0.387], [-2.614, 5.671, 0.702], [-1.496, 5.150, 0.057], [-1.071, 3.863, 0.315], [-1.760, 3.087, 1.235], [-2.839, 3.610, 1.935], [-3.256, 4.899, 1.677], [-1.330, 1.402, 1.461], [-1.725, 1.018, 2.797], [0.111, 1.305, 1.188], [-2.013, 0.465, 0.378], [-3.006, 0.789, -0.500], [-3.011, 0.045, -1.628], [-3.965, 0.321, -2.506], [-4.917, 1.301, -2.315], [-4.815, 2.010, -1.128], [-3.890, 1.759, -0.220], [-3.067, 7.113, -0.617], [-3.962, 7.163, 0.777], [-0.968, 5.760, -0.665], [-0.184, 3.481, -0.177], [-3.352, 2.988, 2.655], [-4.112, 5.309, 2.203], [-3.948, -0.272, -3.417], [-5.671, 1.525, -3.053], [-5.502, 2.818, -0.895], [-0.772, 2.186, -2.761], [-1.665, 2.923, -2.946], [-2.631, 3.669, -3.285], [-3.074, 4.810, -2.867], [-3.535, 5.836, -2.578], [2.097, 3.081, -2.219], [3.357, 3.425, -2.521], [4.021, 3.586, -1.326], [3.055, 3.287, -0.348], [1.897, 2.970, -0.904], [1.348, 2.783, -2.834], [3.692, 3.514, -3.539], [5.051, 3.856, -1.178], [3.160, 3.272, 0.724], [-1.011, -4.413, -4.995], [-1.718, -3.477, -4.147], [-3.051, -3.817, -3.696], [-1.062, -2.484, -3.566], [-0.505, -1.633, -3.027], [-1.571, -4.577, -5.919], [-0.874, -5.376, -4.491], [-0.034, -4.006, -5.243], [-3.727, -3.906, -4.551], [-3.416, -3.034, -3.035], [-3.050, -4.764, -3.148]],
  "mulliken_charge": [1.93, -2.01, 2.41, -1.55, -1.77, -0.15, 0.06, -1.31, 1.62, -0.62, -0.59, 0.73, -1.88, 0.56, 2.10, -0.72, -1.13, -0.77, -1.42, 1.01, 0.47, 0.35, 0.38, 0.52, 0.10, 0.18, 0.46, 0.25, 0.37, 0.39, 0.42, -0.25, 0.34, 0.33, 0.38, 0.23, -0.90, 0.64, 0.01, -0.61, -0.21, -0.38, 0.13, -0.23, -0.35, 0.62, -0.42, -0.68, 0.16, 0.57, -0.11, 0.54, 0.46, 0.37, 0.37, -0.14, -0.62, 0.57, -0.69, -0.05, -0.74, -0.73, -0.92, 1.68, -0.97, -0.65, -0.48, -0.01, 0.41, -0.18, -0.93, -0.46, -0.33, 0.33, 0.22, 0.50, 0.82, 0.48, 0.28, 0.34, 0.37, 0.46, -0.53, 0.45, -0.80, 0.65, -0.72, 0.27, -0.20, -1.03, -0.55, -0.14, 0.18, 0.50, 0.39, 0.56, -1.02, 0.10, -0.84, 0.11, -0.11, 0.34, 0.33, 0.31, 0.32, 0.18, 0.31],
  "e_homo_ev": -4.38,
  "mol_weight_g_mol": 1003.80,
  "total_charge": -1,
  "e_above_lowest_kcal_mol": 50.7,
  "gap_ev": 6.51
}



# 2
{
  "formula": "C13H20MnN3O4",
  "method": "ωB97M-V/def2-TZVPD",
  "species": ["Mn", "O", "C", "O", "C", "C", "C", "C", "C", "N", "C", "O", "O", "H", "H", "H", "H", "C", "N", "C", "C", "C", "N", "C", "C", "H", "H", "H", "H", "H", "H", "H", "H", "H", "H", "H", "H", "H", "H", "H", "H"],
  "positions_angstrom": [[-0.334, -0.305, 0.324], [-0.181, 3.003, 2.691], [-0.437, 2.065, 1.784], [0.262, 0.970, 1.767], [-1.461, 2.251, 0.832], [-2.359, 3.325, 0.617], [-3.333, 3.187, -0.336], [-3.457, 1.995, -1.104], [-2.551, 1.001, -0.871], [-1.598, 1.141, 0.054], [-2.436, -0.345, -1.533], [-3.175, -0.776, -2.365], [-1.383, -1.028, -1.040], [0.530, 2.699, 3.272], [-2.268, 4.224, 1.209], [-4.028, 3.997, -0.503], [-4.231, 1.858, -1.844], [1.542, -0.399, -2.184], [1.568, 0.101, -0.793], [1.991, 1.515, -0.818], [2.483, -0.667, 0.092], [2.007, -2.113, 0.234], [0.562, -2.190, 0.610], [0.403, -2.258, 2.089], [-0.074, -3.380, 0.016], [2.547, -0.376, -2.617], [0.887, 0.243, -2.770], [1.137, -1.406, -2.237], [2.997, 1.602, -1.236], [1.980, 1.921, 0.193], [1.301, 2.083, -1.441], [2.508, -0.139, 1.046], [3.499, -0.658, -0.321], [2.624, -2.693, 0.925], [2.107, -2.591, -0.739], [0.848, -3.174, 2.489], [-0.660, -2.262, 2.342], [0.888, -1.403, 2.563], [0.466, -4.275, 0.334], [-0.062, -3.301, -1.068], [-1.111, -3.441, 0.337]],
  "lowdin_spin": [3.86, 0.09, 0.23, 0.13, 0.13, 0.06, 0.07, 0.11, 0.04, 0.11, 0.01, 0.01, 0.02, 0.00, 0.00, 0.00, 0.00, 0.00, 0.07, 0.01, 0.01, 0.00, 0.00, 0.02, 0.00, 0.00, 0.00, 0.00, 0.00, 0.00, 0.00, 0.00, 0.00, 0.00, 0.00, 0.00, 0.00, 0.00, 0.00, 0.00, 0.00],
  "e_homo_ev": [-9.68, -13.12],
  "mol_weight_g_mol": 337.26,
  "spin_multiplicity": 6,
  "total_charge": 1,
  "e_above_lowest_kcal_mol": 45.8,
  "gap_ev": [5.16, 9.03]
}



# 3
{
  "formula": "C22H28IrN3O5Si2",
  "method": "ωB97M-V/def2-TZVPD",
  "species": ["Ir", "C", "Si", "C", "C", "C", "C", "C", "C", "C", "C", "N", "Si", "C", "C", "C", "H", "H", "H", "H", "H", "H", "H", "H", "H", "H", "H", "H", "H", "H", "H", "H", "H", "H", "H", "H", "H", "H", "O", "C", "C", "O", "C", "C", "O", "C", "O", "O", "N", "C", "C", "C", "N", "C", "C", "H", "H", "H", "H", "H", "H"],
  "positions_angstrom": [[-0.786, -0.070, 0.765], [2.799, -1.865, 2.468], [2.033, -0.414, 1.576], [3.398, 0.846, 1.355], [0.661, 0.284, 2.701], [1.088, -0.892, 0.057], [0.529, -2.248, 0.277], [0.985, -3.528, -0.017], [0.187, -4.602, 0.340], [-1.038, -4.399, 0.970], [-1.448, -3.107, 1.223], [-0.665, -2.084, 0.882], [1.707, -0.592, -1.692], [1.552, 1.215, -2.150], [0.732, -1.617, -2.901], [3.518, -1.087, -1.821], [3.325, -1.534, 3.367], [3.522, -2.373, 1.824], [2.047, -2.599, 2.768], [3.671, 1.265, 2.328], [3.171, 1.671, 0.681], [4.281, 0.340, 0.960], [0.715, -0.197, 3.682], [-0.460, 0.015, 2.539], [0.694, 1.360, 2.862], [1.936, -3.670, -0.510], [0.517, -5.610, 0.124], [-1.668, -5.231, 1.249], [-2.393, -2.858, 1.687], [0.505, 1.526, -2.141], [1.935, 1.369, -3.162], [2.120, 1.866, -1.484], [-0.331, -1.378, -2.838], [0.857, -2.687, -2.723], [1.072, -1.413, -3.919], [4.156, -0.457, -1.198], [3.862, -0.987, -2.854], [3.684, -2.126, -1.523], [-6.401, -0.915, -1.500], [-5.311, -0.726, -1.041], [-3.990, -0.695, -1.820], [-3.846, -0.901, -3.002], [-2.980, -0.412, -0.809], [-3.529, -0.211, 0.459], [-2.786, 0.087, 1.482], [-4.989, -0.378, 0.421], [-5.784, -0.283, 1.324], [-1.683, -0.299, -1.009], [-0.911, 6.057, -0.498], [-0.874, 4.737, -0.182], [-2.004, 3.924, -0.309], [-1.924, 2.587, -0.007], [-0.793, 1.992, 0.406], [0.291, 2.773, 0.533], [0.301, 4.118, 0.263], [-1.789, 6.502, -0.690], [-0.134, 6.651, -0.274], [-2.948, 4.333, -0.644], [-2.800, 1.963, -0.095], [1.195, 2.284, 0.858], [1.218, 4.679, 0.382]],
  "nbo_charge": [1.05, -1.14, 1.75, -1.13, -1.09, -1.22, 0.28, -0.27, -0.13, -0.27, 0.08, -0.45, 1.72, -1.12, -1.14, -1.12, 0.24, 0.24, 0.24, 0.24, 0.23, 0.25, 0.27, 0.24, 0.25, 0.23, 0.22, 0.23, 0.23, 0.25, 0.24, 0.22, 0.27, 0.23, 0.24, 0.23, 0.24, 0.23, -0.47, 0.39, 0.37, -0.53, 0.22, 0.19, -0.71, 0.38, -0.51, -0.66, -0.77, 0.23, -0.30, 0.10, -0.48, 0.07, -0.27, 0.40, 0.40, 0.23, 0.23, 0.21, 0.22],
  "e_homo_ev": -7.48,
  "mol_weight_g_mol": 662.87,
  "e_above_lowest_kcal_mol": 2.6,
  "gap_ev": 7.63
}



# 4
{
  "formula": "C6H14Cl2N",
  "method": "ωB97M-V/def2-TZVPD",
  "species": ["C", "C", "C", "C", "C", "C", "N", "Cl", "Cl", "H", "H", "H", "H", "H", "H", "H", "H", "H", "H", "H", "H", "H", "H"],
  "positions_angstrom": [[-2.035, -0.053, -0.352], [-0.804, -0.333, 1.744], [1.008, 0.553, -1.677], [1.662, 1.039, 0.730], [-0.634, -0.292, 0.202], [0.506, 0.951, -0.246], [-0.023, -1.591, -0.214], [2.706, -0.412, 0.721], [-0.337, 2.566, -0.142], [-2.636, -0.874, -0.029], [-2.317, 0.880, -0.114], [-2.005, -0.203, -1.485], [0.176, -0.627, 2.087], [-1.709, -1.062, 2.095], [-0.899, 0.702, 1.992], [0.179, 0.123, -2.391], [1.385, 1.475, -2.297], [1.794, -0.094, -1.664], [2.205, 1.827, 0.394], [1.122, 1.272, 1.605], [0.388, -1.593, -1.192], [-0.630, -2.362, 0.022], [0.899, -1.892, 0.210]],
  "nbo_charge": [-0.62, -0.65, -0.70, -0.42, 0.16, 0.04, -0.74, -0.04, 0.01, 0.22, 0.25, 0.22, 0.21, 0.25, 0.25, 0.23, 0.28, 0.22, 0.24, 0.24, 0.46, 0.44, 0.46],
  "e_homo_ev": -14.82,
  "mol_weight_g_mol": 171.09,
  "smiles": "CC(C)([NH3+])[C@@](C)(Cl)CCl",
  "total_charge": 1,
  "e_above_lowest_kcal_mol": 35.2,
  "gap_ev": 11.50
}